[1]
130
Properties=species:S:1:pos:R:3:forces:R:3:lowdin_charge:R:1 method="wB97M-V/def2-TZVPD" smiles="CCOC(=O)OC.CCOC(=O)OC.CCOC(=O)OC.CCOC(=O)OC.CCOC(=O)OC.CCOC(=O)OC.CCOC(=O)OC.CCOC(=O)OC.O=C1OCCO1" mol_weight_g_mol=920.902 homo_lumo_gap_ev=11.05 homo_energy_ev=-10.62
C 3.19149 -4.60326 -0.15864 -0.1099 0.4129 -0.3639 -0.09
C 2.33979 -3.32585 -0.22340 0.0790 -0.0898 -0.0245 -0.12
O 3.28807 -2.25589 -0.13631 0.1454 -0.4280 0.1011 0.04
C 4.55223 -2.76162 -0.09662 -0.7097 0.1288 -0.6062 -0.57
O 5.51708 -2.07700 -0.13015 0.5137 0.0961 0.2782 0.16
O 4.53807 -4.10666 -0.11176 -0.0538 -0.0944 0.4748 0.07
H 3.10009 -5.18609 -1.06843 -0.1201 -0.1336 0.0576 0.11
H 2.93293 -5.20799 0.70788 0.4118 -0.0464 0.0966 0.13
H 1.64490 -3.23252 0.60977 -0.0566 -0.0034 -0.0479 0.12
H 1.80821 -3.28552 -1.17195 -0.0547 0.2320 0.0446 0.11
C 4.91735 -0.51582 -4.07874 0.0404 -0.4031 -0.5788 -0.05
C 3.54400 -1.11511 -4.21715 -0.8322 -0.4633 -0.1653 -0.20
O 2.89780 -0.80920 -5.48359 0.0729 0.1238 -0.1646 0.01
C 2.52027 0.44528 -5.68922 -0.0828 0.1056 0.3443 -0.63
O 2.69288 1.37730 -4.94608 0.0427 0.0032 0.0212 0.13
O 1.87326 0.50605 -6.85426 0.0693 -0.2525 -0.1333 0.00
C 1.45647 1.81189 -7.23806 -0.1416 0.1394 -0.2497 -0.04
H 5.42626 -0.61893 -5.04199 0.0002 0.0936 0.0251 0.09
H 5.49760 -1.11698 -3.38022 -0.0260 0.3034 0.3155 0.08
H 4.86593 0.53610 -3.82346 0.1383 -0.0092 0.2321 0.08
H 2.84573 -0.86634 -3.41440 0.1832 0.3210 0.0404 0.12
H 3.53711 -2.20399 -4.27863 0.4275 0.0000 0.1636 0.12
H 0.97253 1.69681 -8.20439 0.0266 -0.0712 0.0029 0.09
H 2.31634 2.47083 -7.34293 -0.0367 0.0646 0.1294 0.10
H 0.73944 2.21974 -6.52800 0.1215 0.0457 0.0964 0.10
C -2.07637 8.86825 2.90046 -0.1468 -0.2413 -0.4635 -0.06
C -1.52444 7.87469 3.88894 0.4609 0.1490 0.3126 -0.21
O -1.27204 6.61223 3.24446 -0.1445 -0.2397 0.1790 0.03
C -0.06812 6.46236 2.69681 0.0670 0.3115 0.0031 -0.61
O 0.78468 7.30738 2.62652 0.0833 -0.0659 -0.0795 0.13
O 0.02353 5.21729 2.23893 -0.4459 -0.1710 -0.0113 -0.01
C 1.16231 4.92232 1.44657 0.5718 0.0406 -0.2757 -0.03
H -1.37632 8.99627 2.07379 0.1300 0.0878 0.1283 0.08
H -2.25712 9.84153 3.35197 -0.0602 -0.0294 0.0887 0.08
H -2.99527 8.48209 2.45406 -0.1037 0.1361 0.1666 0.08
H -2.19252 7.63966 4.71497 -0.2331 0.0161 -0.1729 0.12
H -0.59578 8.23802 4.33233 0.0207 -0.0344 -0.1254 0.12
H 1.09731 3.86936 1.19055 -0.0486 -0.0332 0.1003 0.08
H 2.08538 5.12523 1.98746 -0.0441 -0.0402 0.0645 0.10
H 1.17376 5.50887 0.52704 -0.1180 0.0681 0.0666 0.10
C -1.14393 -2.45845 3.20376 0.0591 -0.6549 -0.1556 -0.06
C -1.50915 -1.37832 4.18891 0.0063 0.3345 -0.2740 -0.19
O -1.47931 -0.14524 3.45202 0.2857 -0.0364 -0.1683 0.00
C -2.28374 0.86312 3.79466 -0.4252 0.1478 0.0501 -0.61
O -3.08832 0.87404 4.68437 0.2116 0.0061 0.2482 0.14
O -2.05230 1.82987 2.91783 0.8876 0.2103 -0.4108 -0.02
C -2.64889 3.13287 3.05466 -0.5613 -1.0984 -0.1550 0.01
H -1.85342 -2.59447 2.38711 -0.2459 0.1366 0.2629 0.05
H -1.04468 -3.40451 3.74344 -0.0180 -0.0040 -0.0811 0.09
H -0.20090 -2.26253 2.69190 0.1292 0.1680 0.2869 0.06
H -0.75052 -1.32571 4.97244 -0.1219 0.0948 0.0914 0.13
H -2.49282 -1.48831 4.64386 0.0202 -0.1474 -0.0045 0.12
H -2.55910 3.48293 4.07793 -0.0267 0.1693 -0.0285 0.11
H -3.68624 2.99620 2.75194 -0.1552 0.4426 0.2780 0.08
H -2.14017 3.74984 2.32557 0.1529 0.1823 0.1975 0.08
C -0.02254 -2.12519 -4.22253 -0.5144 0.0154 0.3236 -0.03
C -0.74754 -1.80153 -2.92695 0.0276 -0.7549 -0.2912 -0.18
O 0.17673 -1.03932 -2.13026 -0.3970 0.1944 -0.0986 0.03
C 0.00840 -1.06202 -0.81214 0.5107 -0.2681 0.1752 -0.62
O -0.75639 -1.75421 -0.18948 -0.2913 0.0789 0.0011 0.11
O 0.91674 -0.24185 -0.29934 0.1258 0.1432 -0.3134 0.02
C 0.90680 0.00419 1.08698 -0.7675 1.4431 1.1272 -0.03
H 0.53172 -1.24408 -4.53371 0.1979 -0.1543 -0.1623 0.07
H -0.74758 -2.36801 -4.99999 0.0197 -0.0412 -0.0102 0.09
H 0.61746 -2.99248 -4.06354 0.3231 0.1988 -0.1733 0.07
H -1.00482 -2.71619 -2.38997 -0.0633 0.0807 0.0634 0.11
H -1.67873 -1.26637 -3.11295 0.1635 0.3586 0.2687 0.12
H -0.07031 -0.09995 1.56237 0.0265 -0.8027 -0.2867 0.07
H 1.03561 1.08361 1.22721 0.5509 -0.1007 -0.3085 0.09
H 1.69096 -0.50181 1.64531 0.0205 -0.3588 -0.3176 0.09
C -4.29767 -2.05593 1.19764 0.0453 0.1069 0.1389 -0.05
C -4.99362 -1.08743 2.12649 -0.4737 -1.1616 0.6305 -0.22
O -5.32694 0.11376 1.44660 0.2201 0.3719 -0.1449 0.05
C -5.66965 1.15471 2.21348 0.1750 -0.1625 -0.0543 -0.61
O -5.71768 1.16183 3.40956 -0.2819 -0.0494 0.1733 0.14
O -5.90691 2.19128 1.40734 -0.0779 0.0723 -0.4118 -0.01
C -6.51420 3.33123 2.00859 0.2633 0.3144 0.5961 -0.04
H -4.22246 -2.98815 1.76259 0.0997 -0.0988 -0.1759 0.08
H -3.29507 -1.74164 0.91147 0.0095 0.1135 -0.0537 0.06
H -4.87876 -2.24046 0.29534 -0.0341 0.0374 -0.0107 0.08
H -4.44594 -0.94079 3.05980 0.3210 0.5756 -0.2717 0.11
H -5.90764 -1.58046 2.48628 -0.1674 0.3080 -0.2508 0.13
H -6.14921 3.46831 3.02826 -0.1319 -0.1749 -0.0065 0.09
H -7.59669 3.22165 2.01773 -0.0155 -0.0183 -0.0375 0.10
H -6.22067 4.21653 1.45133 -0.0526 -0.1811 -0.3321 0.09
C 9.38500 1.06987 5.66529 -0.4955 0.4480 -0.0585 -0.06
C 8.56435 1.33638 4.41155 1.0526 0.5739 -0.0733 -0.23
O 7.55751 0.35136 4.28068 -0.3132 -0.3901 0.0842 0.04
C 6.49841 0.66564 3.53370 0.3463 0.0997 -0.1870 -0.60
O 6.30980 1.71925 2.98512 -0.1189 -0.0155 0.0573 0.13
O 5.70038 -0.39818 3.49113 -0.0801 0.1573 0.0742 0.02
C 4.47829 -0.18736 2.79457 -0.7967 -0.6898 -0.1504 -0.06
H 8.73297 0.83981 6.50826 0.0421 -0.2104 -0.0388 0.08
H 9.89293 1.99870 5.92942 0.2385 -0.1142 -0.0671 0.08
H 10.11260 0.28233 5.49524 -0.0119 -0.1130 0.1907 0.07
H 9.24730 1.29185 3.55573 -0.2638 -0.1110 -0.1345 0.13
H 8.15272 2.34516 4.39872 -0.3189 -0.1536 0.1674 0.12
H 3.87857 -1.07971 2.98742 0.1504 -0.0127 0.0915 0.09
H 4.60439 -0.13737 1.71370 0.2832 0.2942 0.0586 0.09
H 3.91505 0.66077 3.17972 0.2735 0.2140 -0.0619 0.10
C -0.67745 -6.47992 -5.85474 -0.0976 0.1496 -0.2216 -0.06
C 0.13811 -6.15011 -4.63028 -0.6330 0.4155 -0.3473 -0.20
O -0.78610 -5.93179 -3.54397 -0.1126 0.0795 -0.0927 0.04
C -0.24093 -5.50291 -2.41621 0.1090 -0.8243 0.2511 -0.61
O 0.94396 -5.36205 -2.22402 -0.0628 0.3795 0.1070 0.11
O -1.20736 -5.37293 -1.51279 -0.2984 0.0407 -0.4041 0.02
C -0.81554 -5.06685 -0.19331 0.4341 0.5688 1.0327 -0.04
H -1.25665 -5.62165 -6.19783 0.0324 0.0586 0.1162 0.08
H -1.38382 -7.29044 -5.68333 0.1790 -0.1654 0.0104 0.08
H 0.01968 -6.73368 -6.65481 -0.1323 -0.1728 -0.0379 0.08
H 0.64319 -5.20068 -4.80412 0.4825 -0.2518 0.1126 0.11
H 0.81597 -6.96489 -4.39130 0.1844 0.1629 0.2250 0.13
H -0.45733 -4.03975 -0.08980 0.0363 -0.0834 -0.3136 0.06
H -0.04759 -5.74687 0.17970 -0.0480 -0.1068 -0.1765 0.10
H -1.68968 -5.12569 0.45068 -0.1657 -0.2597 -0.2666 0.10
C -2.58693 1.92279 -0.34697 -1.1150 0.2626 -0.6153 -0.04
C -2.47736 1.47043 -1.79001 0.6604 -0.3451 0.3356 -0.19
O -3.34596 0.34703 -2.02154 0.2059 -0.1939 -0.2280 0.03
C -4.61146 0.63174 -2.29441 -0.3376 -0.0369 0.1873 -0.60
O -5.09069 1.72841 -2.38078 0.0010 0.1568 -0.1961 0.13
O -5.27537 -0.52766 -2.42945 0.6517 -0.0503 -0.0837 0.00
C -6.54764 -0.46146 -3.02807 -1.4323 -0.0495 0.4687 -0.06
H -2.71086 1.06523 0.31063 0.6561 -0.1313 0.0840 0.08
H -3.53921 2.45081 -0.23027 0.2623 0.3510 0.0681 0.08
H -1.73489 2.55879 -0.12087 -0.0471 -0.0222 0.3887 0.08
H -1.46498 1.09422 -1.95569 -0.1454 -0.2307 -0.1477 0.11
H -2.64291 2.24186 -2.53981 -0.3008 0.1142 0.1788 0.13
H -7.07091 0.46805 -2.80148 0.3811 0.2139 -0.2315 0.09
H -7.18079 -1.22321 -2.56408 0.3708 -0.2006 -0.1002 0.09
H -6.51350 -0.64667 -4.09938 0.2267 0.1278 -0.0504 0.10

=====

[2]
114
Properties=species:S:1:pos:R:3:forces:R:3:lowdin_charge:R:1 method="wB97M-V/def2-TZVPD" smiles="C#C[C@]1(C[C@@H](C)I)OS(=O)(=O)O[C@]1(Br)N(C(C)=O)C(C)=O.CCCCCC.CCCCCC.CCCCCC.CCCCCC" mol_weight_g_mol=838.813 homo_lumo_gap_ev=8.61 homo_energy_ev=-9.49
C -5.93922 -1.27767 4.30719 2.4293 1.2574 -6.4562 0.09
C -5.62985 -1.20372 3.02812 -1.9544 -0.7629 5.5890 -0.05
C -5.19406 -1.01085 1.47105 0.7122 -0.0703 3.0226 -0.34
C -5.55817 0.52887 1.18226 0.5447 0.7531 -0.3234 -0.20
C -7.10992 0.93425 1.33539 -0.5674 -0.0392 -1.8117 -0.71
C -8.17805 -0.21226 0.96557 0.1600 0.1115 -0.6902 -0.17
I -7.58888 1.85206 3.30068 0.2046 -0.3736 -0.9650 0.73
O -5.65555 -2.04083 0.52180 1.3039 1.5185 0.1765 -0.21
S -4.53230 -2.28796 -0.74934 -2.8448 -1.9873 -1.6445 0.85
O -4.75552 -3.76521 -1.03894 1.6498 5.2181 1.1983 -0.26
O -4.82604 -1.33913 -1.88908 1.7299 -2.5123 4.1517 -0.27
O -3.18221 -1.89085 0.23082 -2.6415 -0.1934 -1.0987 -0.26
C -3.59495 -1.40923 1.57623 1.2689 -0.0608 -0.7731 -0.60
Br -2.29943 0.13904 1.78017 -1.3462 -0.6143 0.0230 0.90
N -3.22374 -2.43780 2.59000 0.2722 0.1182 -1.1226 0.00
C -1.78635 -2.39171 2.98710 5.8190 -0.8940 -1.1133 -0.41
C -1.37179 -1.87934 4.48777 -0.8280 -0.5083 -0.6726 -0.02
O -0.80155 -2.77320 2.25781 -5.3271 1.5411 2.9416 0.04
C -3.64682 -3.81775 2.21590 0.7663 -5.3130 -2.7604 -0.30
C -5.00610 -4.48184 2.84448 0.6680 1.0692 0.8364 0.00
O -2.98685 -4.60218 1.43488 -2.6016 4.5556 3.8663 0.06
H -5.95823 -1.09722 5.44807 -0.1954 -0.5940 -2.6526 0.08
H -5.18659 0.84102 0.12296 -0.7419 -0.7880 1.6893 0.14
H -4.97082 1.21192 1.92487 -0.8787 -1.5961 -1.2988 0.09
H -7.29423 1.80360 0.57835 0.4628 -1.5014 1.5973 0.09
H -8.25537 -0.98902 1.81026 0.0390 1.1699 -1.4153 0.08
H -7.82000 -0.71832 -0.02511 -0.5306 0.7526 1.8752 0.09
H -9.22160 0.23744 0.69907 1.9375 -0.7010 0.8807 0.09
H -0.29083 -2.22657 4.70460 -1.8781 0.6504 -0.6385 0.10
H -2.08737 -2.42145 5.20584 1.0048 1.1320 -0.8465 0.08
H -1.45647 -0.71886 4.56465 -0.0170 -2.2109 -0.1021 0.07
H -5.87390 -4.34118 2.09489 1.4787 -0.2978 1.2506 0.10
H -5.24321 -3.94400 3.84214 0.1808 -0.7931 -1.8204 0.06
H -4.81439 -5.59557 3.10596 -0.1745 1.9759 -0.9410 0.10
C 4.29290 2.93642 5.45408 0.0844 0.1071 -0.1025 -0.11
C 2.91355 3.57618 5.52883 -0.0172 -0.0345 0.1454 -0.27
C 1.82416 2.61186 6.00117 -0.1383 0.0634 -0.0232 -0.23
C 1.57926 1.40412 5.09027 0.1752 -0.0504 -0.0093 -0.22
C 1.20950 1.74083 3.64441 -0.0666 -0.1567 0.0740 -0.26
C -0.09414 2.51782 3.52247 0.0364 0.0433 -0.2000 -0.13
H 4.32062 2.12050 4.72769 0.0312 0.0172 0.0520 0.06
H 5.03511 3.67869 5.14756 0.0140 -0.1104 0.0250 0.06
H 4.59239 2.54151 6.42940 -0.0108 -0.0192 -0.0833 0.08
H 2.65289 4.00211 4.55506 -0.0281 -0.0139 0.0186 0.09
H 2.95831 4.41727 6.22941 -0.0546 -0.0309 -0.0805 0.11
H 0.88977 3.17092 6.12340 0.0366 -0.0514 -0.0024 0.10
H 2.08486 2.24301 7.00000 0.0035 0.0308 -0.0513 0.11
H 0.77781 0.79826 5.53029 0.0216 0.0218 -0.0366 0.10
H 2.46939 0.76373 5.08513 -0.0793 0.0586 0.0193 0.10
H 1.10899 0.80305 3.08581 0.0766 0.0567 0.0204 0.10
H 2.01745 2.30006 3.16215 0.0025 -0.0301 0.0411 0.09
H -0.92525 1.95533 3.95873 0.0178 0.0791 0.0422 0.05
H -0.32588 2.69827 2.46777 -0.0530 0.0407 0.0999 0.06
H -0.03472 3.48895 4.01797 -0.0617 -0.0371 -0.0086 0.07
C 0.18007 -2.72389 -1.23181 0.0593 0.1896 0.0496 -0.10
C -0.59952 -3.21113 -2.44049 -0.0949 -0.0980 0.0279 -0.27
C -1.19517 -4.60631 -2.25217 -0.1215 -0.0647 -0.0974 -0.22
C -0.17731 -5.73214 -2.04300 0.1014 0.0903 0.1426 -0.22
C 0.85732 -5.89274 -3.15875 -0.0794 -0.1231 0.0911 -0.27
C 0.24050 -6.24916 -4.50437 0.1921 0.0239 -0.1409 -0.12
H 1.04443 -3.35850 -1.02173 -0.0529 0.0262 0.0301 0.07
H 0.54950 -1.70929 -1.40762 0.0273 -0.0367 0.0804 0.07
H -0.45896 -2.70370 -0.34426 0.1221 -0.0533 -0.0095 0.05
H 0.04041 -3.18408 -3.32795 -0.0450 -0.0465 -0.0287 0.08
H -1.41838 -2.50763 -2.63098 0.0202 -0.0353 -0.0827 0.10
H -1.82180 -4.83960 -3.12031 0.0207 -0.0135 0.0515 0.11
H -1.87211 -4.58962 -1.39007 0.0439 0.0010 -0.0313 0.10
H -0.72574 -6.67471 -1.92844 0.0400 0.0504 -0.0206 0.11
H 0.35022 -5.57627 -1.09438 -0.0810 0.0010 -0.0676 0.10
H 1.55301 -6.68999 -2.87311 -0.0126 0.1010 0.0050 0.10
H 1.45775 -4.98285 -3.25886 -0.0259 -0.0048 0.0378 0.09
H -0.32779 -7.18149 -4.43795 -0.0162 0.0859 -0.0179 0.07
H 1.02691 -6.38668 -5.25325 -0.1319 -0.0148 0.0056 0.07
H -0.42503 -5.46234 -4.86565 -0.0184 -0.0494 0.0042 0.06
C 0.00406 1.72573 -7.72785 0.0976 0.1369 0.0265 -0.12
C 0.98207 0.58865 -7.98969 -0.0946 -0.0717 -0.1111 -0.27
C 0.36072 -0.79758 -7.80881 0.1140 -0.1005 0.0105 -0.23
C -0.13977 -1.11187 -6.39484 -0.1074 0.1320 0.0262 -0.22
C 0.91297 -1.00415 -5.29012 -0.1170 -0.0934 0.0014 -0.27
C 2.06482 -1.98525 -5.45952 0.1312 0.0774 0.1714 -0.11
H -0.35233 1.72203 -6.69497 -0.0201 0.0102 -0.0664 0.07
H 0.48997 2.68877 -7.90718 -0.1108 -0.0272 0.0253 0.07
H -0.86199 1.65519 -8.39259 0.0254 0.0034 0.0826 0.08
H 1.85919 0.70281 -7.34554 -0.0190 -0.0474 -0.0092 0.10
H 1.34506 0.67310 -9.01996 0.0290 -0.0341 0.0861 0.10
H 1.09450 -1.55292 -8.11120 -0.0563 0.0246 0.0265 0.10
H -0.48072 -0.90292 -8.50352 0.0471 0.0265 0.0242 0.11
H -0.55286 -2.12768 -6.39405 0.0339 0.0489 0.0286 0.11
H -0.97737 -0.44852 -6.14780 0.0596 -0.0620 -0.0432 0.10
H 0.42658 -1.20209 -4.32848 0.0229 0.0946 -0.0863 0.08
H 1.30457 0.01636 -5.23152 -0.0402 -0.0136 -0.0290 0.10
H 1.69946 -3.01651 -5.47489 0.0328 0.0345 -0.0449 0.07
H 2.76592 -1.88877 -4.62456 -0.0240 -0.0825 -0.1024 0.07
H 2.62157 -1.80081 -6.38063 -0.0150 -0.0558 0.0161 0.07
C 5.60649 2.98953 0.29556 0.1512 -0.0600 -0.0290 -0.11
C 5.77271 3.79807 1.57488 -0.1482 -0.0499 0.0557 -0.27
C 4.64457 4.80537 1.80483 0.0674 0.0916 0.1129 -0.23
C 4.51405 5.89840 0.73870 -0.0294 -0.1038 -0.1420 -0.23
C 5.76552 6.75089 0.52050 -0.1486 0.0562 -0.0034 -0.27
C 6.17849 7.54000 1.75535 0.1952 0.0818 -0.0629 -0.12
H 5.62901 3.62751 -0.59120 -0.0307 -0.0584 0.0260 0.07
H 6.41813 2.26295 0.20156 -0.1015 0.0200 -0.0635 0.07
H 4.66030 2.44026 0.30228 0.0464 0.0523 -0.0428 0.08
H 6.74286 4.30408 1.56631 -0.0419 0.0265 0.0241 0.10
H 5.79569 3.10502 2.42319 0.0310 0.0890 -0.0164 0.10
H 4.78460 5.27032 2.78720 -0.0313 -0.0060 -0.0455 0.10
H 3.69226 4.26487 1.86251 0.0392 -0.0064 -0.0013 0.10
H 3.68153 6.55470 1.01909 0.0620 -0.0169 -0.0197 0.11
H 4.22739 5.44401 -0.21730 0.0102 0.0182 0.0972 0.10
H 5.56499 7.45760 -0.29267 0.0317 -0.1032 0.0228 0.10
H 6.60066 6.12744 0.18615 -0.0579 -0.0101 -0.0010 0.10
H 5.37293 8.20478 2.08052 0.0466 -0.0662 0.0283 0.08
H 7.05426 8.15683 1.53108 -0.0934 -0.0262 0.1038 0.07
H 6.44225 6.88255 2.58634 -0.0301 0.0455 0.0029 0.06

=====

So what do the calculations give for LUMO? Going down the list: 0.43; -0.87 eV.